ORCA calculation (ωB97M-V/def2-TZVPD) on Cl2Cu2I2 as an isolated structure in a non-equilibrium geometry.

```
6
Properties=species:S:1:pos:R:3
Cu 3.886 4.881 2.414
I 6.578 2.888 2.142
Cl 6.416 7.903 3.984
I 2.378 6.867 3.914
Cl 3.500 2.570 4.095
Cu 4.586 7.116 1.969
```

Computed properties:
- highest occupied orbital energy (eV) = -1.1
- net charge = -2
- Kohn-Sham gap (Eh) = 0.181
- molar mass (g/mol) = 451.81
- DFT total energy (Ha) = -4796.84409

=====

ORCA calculation (ωB97M-V/def2-TZVPD) on a 2-piece molecular cluster, C2H8N2O2 overall in a non-equilibrium geometry.

```
14
Properties=species:S:1:pos:R:3
H 0.970 -0.332 2.768
N -0.213 1.461 -1.238
C -0.236 0.052 -1.833
H 0.658 -1.779 -1.683
O 0.310 0.806 1.276
H 0.045 -1.237 -0.226
H 0.114 0.147 -2.844
H -1.321 -0.102 -1.891
O -0.504 -1.229 1.734
H -0.094 0.745 0.348
N 0.428 -0.986 -1.125
C 0.245 -0.309 1.960
H -0.768 1.855 -2.011
H 0.708 1.827 -1.394
```

Computed properties:
- highest occupied orbital energy (eV) = -9.5
- relative energy (zero: lowest compared OMol25 entry of this formula, charge and spin) (kcal per mole) = 31.2
- Kohn-Sham gap (Eh) = 0.378
- molar mass (g/mol) = 92.10
- DFT total energy (Ha) = -340.98069

=====

ORCA calculation (ωB97M-V/def2-TZVPD) on C30H52Cl4CuN4O as an isolated structure in a non-equilibrium geometry.

```
92
Properties=species:S:1:pos:R:3
C 1.681 -1.592 -1.722
H -0.525 5.124 -0.243
N -2.908 -3.548 5.292
H 1.276 -3.886 -3.128
C 1.008 0.327 -3.297
H -1.541 -3.905 -4.023
O 0.278 1.473 0.126
H 1.976 1.428 -4.817
C 3.048 5.722 -3.754
C -0.585 -4.418 -3.919
H 0.877 -1.371 1.876
H -3.500 -2.777 7.071
H -4.168 4.520 1.794
C 0.599 -3.512 -3.896
C 2.987 -1.671 1.668
H 3.999 0.017 -2.959
H -2.237 -4.065 3.356
C -3.133 4.264 2.023
C -1.146 3.968 -2.080
C -2.841 -4.969 5.829
H 0.827 -1.004 4.283
N 1.360 -1.170 -3.198
H -5.058 3.044 3.310
C 1.676 -1.504 3.817
C -1.931 2.249 2.422
C -3.227 -2.464 6.074
H 1.910 -0.025 2.147
C 1.509 -3.012 4.055
H 2.880 4.502 -2.003
H -0.686 3.025 -1.786
H -2.752 4.950 2.780
H 2.207 -1.360 -5.114
C 1.829 -1.096 2.329
H -2.441 4.336 1.183
C -0.428 5.176 -1.328
C 2.254 1.060 -3.830
Cl 4.746 3.636 -3.249
H -2.515 -5.571 4.981
C -0.484 -5.546 -4.926
C -4.172 2.441 3.180
H -0.882 0.585 2.932
H 3.864 6.213 -4.285
H 3.141 -2.091 -3.674
H 1.513 2.994 -0.393
H 2.532 -0.985 -1.415
H 0.757 0.759 -2.329
C -2.963 0.459 3.699
H -0.710 -4.808 -2.909
C 3.348 0.013 -3.833
Cu -1.641 0.126 -0.389
H 1.235 -3.607 -4.776
C -4.074 1.198 3.808
C 1.541 2.057 0.163
C -2.849 -0.849 4.322
H -2.233 -1.658 2.479
H 2.116 -3.479 3.280
H -0.626 -5.128 -5.923
N -3.099 2.936 2.508
H 0.801 -1.291 -1.154
H 2.524 1.968 -3.292
H 1.893 -3.212 5.056
H 0.641 5.202 -1.537
H -3.801 -5.296 6.227
H -1.042 4.172 -3.146
H 0.507 -3.434 3.978
H -0.622 -1.810 -3.118
C -2.508 -3.267 4.032
H -1.088 2.583 1.835
Cl -2.777 3.817 -1.358
H 0.140 0.491 -3.936
H 2.537 6.610 -3.381
H 4.261 5.471 -1.908
C 0.216 -2.100 -3.753
C 2.615 -1.242 -4.110
H 2.586 -1.193 4.329
H -1.335 -6.222 -4.836
C 3.670 4.913 -2.633
H -0.234 -1.726 -4.672
H 1.969 -2.640 -1.645
Cl 1.973 4.811 -4.799
H 4.018 0.261 -4.657
H -1.991 -4.874 6.505
H -4.924 0.828 4.363
C -3.168 -1.198 5.629
C -2.469 -1.936 3.496
H 1.801 2.279 1.199
H -3.519 -0.520 6.393
H 2.364 1.398 -0.115
N 3.924 -2.044 1.134
Cl -1.191 6.728 -1.809
C -1.861 1.020 3.067
H 0.468 -6.073 -4.974
```

Computed properties:
- highest occupied orbital energy (eV) = -15.5
- net charge = +3
- Kohn-Sham gap (Eh) = 0.208
- molar mass (g/mol) = 690.13
- DFT total energy (Ha) = -4948.71168

=====

ORCA calculation (ωB97M-V/def2-TZVPD) on an isolated ion of composition C2H11BN2OP and charge -1 in a non-equilibrium geometry.

```
18
Properties=species:S:1:pos:R:3
H -4.197 0.912 -0.841
H -1.844 -1.925 0.873
C 0.762 -0.137 -0.644
P -2.111 -0.162 -0.608
H 0.551 0.004 -1.805
B -0.480 0.541 0.201
H 0.721 -1.312 -0.440
H -0.556 1.711 0.120
O -2.135 -1.855 -0.103
H -4.095 0.075 0.644
H 2.275 1.548 0.110
H 2.907 0.426 -1.266
H 2.993 -0.101 1.669
N 2.980 -0.505 0.701
H -0.445 0.212 1.337
C 2.249 0.441 -0.270
H 3.977 -0.578 0.340
N -3.552 0.706 -0.019
```

Computed properties:
- highest occupied orbital energy (eV) = -2.8
- net charge = -1
- Kohn-Sham gap (Eh) = 0.244
- molar mass (g/mol) = 120.91
- DFT total energy (Ha) = -633.75210

=====

ORCA calculation (ωB97M-V/def2-TZVPD) on the molecule C5H3F5O in a non-equilibrium geometry.

```
14
Properties=species:S:1:pos:R:3
O 1.605 -0.753 -0.026
C 0.414 -0.153 0.130
C -0.767 -0.811 0.093
F -2.960 -1.218 0.596
H 3.453 -0.108 0.622
H 3.409 -0.835 -0.953
C 2.850 -0.054 -0.260
F -1.855 2.026 -0.385
C -2.072 -0.276 0.195
F 0.433 1.100 0.496
F -3.832 1.241 0.135
C -2.558 0.984 0.018
H 2.669 1.007 -0.613
F -0.789 -2.150 -0.048
```

Computed properties:
- highest occupied orbital energy (eV) = -8.3
- relative energy (zero: lowest compared OMol25 entry of this formula, charge and spin) (kcal per mole) = 57.8
- Kohn-Sham gap (Eh) = 0.328
- molar mass (g/mol) = 174.07
- DFT total energy (Ha) = -766.78631

=====

ORCA calculation (ωB97M-V/def2-TZVPD) on C18H19Br2F4N4SSe2TaTe2 as an isolated structure in a non-equilibrium geometry.

```
53
Properties=species:S:1:pos:R:3
H 11.999 4.729 8.848
N 9.126 6.508 13.958
N 10.898 6.789 10.510
Br 13.842 4.928 10.585
C 7.741 11.363 9.167
Ta 8.476 8.204 13.227
N 7.018 5.935 12.674
H 8.652 4.710 11.884
C 10.108 7.035 14.702
C 11.312 9.127 14.948
Se 11.482 12.443 10.399
H 11.324 6.446 9.600
C 7.621 10.057 8.675
C 11.217 6.303 15.179
C 8.319 9.232 10.869
H 8.023 12.664 10.894
F 11.283 4.978 15.498
H 8.645 10.762 12.475
H 7.464 3.833 12.857
Br 11.523 2.498 9.834
C 6.352 5.955 11.350
H 7.047 5.736 10.557
C 9.771 7.582 10.419
C 10.118 8.481 14.758
H 7.573 12.212 8.444
N 9.310 8.335 11.366
C 6.058 5.876 13.831
H 13.321 3.605 8.461
C 8.090 9.038 9.484
C 12.659 3.970 9.237
C 8.231 10.537 11.454
F 7.142 8.643 14.476
H 7.349 9.858 7.632
H 9.767 4.510 13.980
H 6.673 5.645 14.728
H 5.175 5.171 13.758
Se 13.205 11.757 9.048
C 8.823 5.077 14.023
Te 13.001 14.577 10.965
C 12.356 7.013 15.352
F 11.520 10.445 14.878
C 8.004 4.788 12.835
H 5.478 5.369 11.380
S 8.873 7.559 8.902
H 6.139 7.032 11.257
H 8.328 4.768 15.007
H 5.676 6.891 13.946
H 13.458 8.809 15.030
H 11.614 7.284 11.108
Te 15.185 13.021 10.438
C 12.493 8.353 15.060
F 13.420 6.225 15.761
C 7.944 11.626 10.543
```

Computed properties:
- highest occupied orbital energy (spin up / spin down) (eV) = -11.5 / -11.5
- net charge = +2
- relative energy (zero: lowest compared OMol25 entry of this formula, charge and spin) (kcal per mole) = 7.8
- Kohn-Sham gap (spin up / spin down) (Eh) = 0.129 / 0.129
- molar mass (g/mol) = 1153.31
- DFT total energy (Ha) = -12257.26589

=====

ORCA calculation (ωB97M-V/def2-TZVPD) on the molecule C20H25N3O4S in a non-equilibrium geometry.

```
53
Properties=species:S:1:pos:R:3
C 0.115 1.359 4.580
H -0.003 -1.600 5.394
C 3.048 -2.236 -1.735
O -2.887 -1.501 -0.460
N 0.924 -1.784 -2.712
C -0.516 1.387 -2.914
C -0.807 -0.927 5.098
S 0.448 0.372 0.175
C -1.971 1.290 -0.395
C 2.216 -1.536 -2.590
O 1.145 2.886 1.393
N -0.554 1.532 -0.476
O -0.076 -0.954 0.003
O 1.781 0.610 -0.298
H 1.940 4.642 0.870
H 0.900 3.278 4.093
H -1.586 -1.522 4.628
C 1.141 -3.523 -1.101
C -1.108 -2.915 -2.104
H 2.454 4.080 2.479
H -1.207 -0.461 5.995
C 0.319 0.766 1.912
H -0.218 1.919 -3.820
H -1.149 -1.103 -3.039
N -1.708 -1.630 -2.383
H 0.027 0.441 -2.877
H -1.536 -3.293 -1.174
C -2.361 -0.957 -1.410
H 2.596 -0.732 -3.208
H -0.470 -1.131 2.378
H -2.337 0.568 -3.773
C 0.606 2.315 3.706
H 0.965 2.291 -1.604
C -0.118 2.195 -1.681
C -0.287 0.104 4.144
H -3.643 0.693 -1.577
C 1.610 4.157 1.786
H 4.093 -1.983 -1.654
H 0.668 -4.297 -0.517
H 3.104 -3.830 -0.296
H -2.156 0.699 0.504
H 0.813 4.751 2.245
H 0.042 1.605 5.630
C -2.556 0.551 -1.617
H -2.509 2.153 -3.027
C 2.493 -3.258 -0.980
H -2.464 2.264 -0.286
H -1.336 -3.609 -2.923
C 0.386 -2.743 -1.967
C -2.032 1.173 -2.916
H -0.571 3.193 -1.703
C -0.174 -0.176 2.786
C 0.710 2.032 2.346
```

Computed properties:
- highest occupied orbital energy (eV) = -8.6
- relative energy (zero: lowest compared OMol25 entry of this formula, charge and spin) (kcal per mole) = 61.4
- Kohn-Sham gap (Eh) = 0.340
- molar mass (g/mol) = 403.50
- DFT total energy (Ha) = -1640.54126